Record 1
ORCA calculation (the ωB97M-V functional and the def2-TZVPD basis) on a cluster of 9 separate species, C41H63F3O8S in total in a non-equilibrium geometry.

```
116
Properties=species:S:1:pos:R:3:forces:R:3:lowdin_charge:R:1
C 14.461 26.671 19.365 0.851 -0.925 0.190 -0.06
C 14.068 26.293 20.789 -0.408 1.083 0.079 -0.24
O 12.965 25.368 20.873 0.254 -1.630 -0.237 -0.27
S 13.338 23.801 20.611 -0.226 -0.339 0.706 0.62
C 11.726 23.102 20.948 0.530 0.918 -0.735 -0.11
O 13.615 23.637 19.203 0.009 0.062 0.835 -0.28
O 14.286 23.307 21.599 -0.557 0.870 -1.073 -0.30
H 13.636 26.885 18.689 -0.186 -0.071 0.201 0.08
H 15.044 25.826 18.994 -0.269 0.016 -0.476 0.07
H 15.168 27.502 19.334 -0.243 0.227 0.375 0.06
H 14.900 25.886 21.370 0.043 0.156 -0.095 0.12
H 13.635 27.151 21.305 0.349 -0.008 0.117 0.09
H 11.102 23.799 20.387 -0.433 -0.466 -0.073 0.07
H 11.418 23.081 21.988 0.416 0.035 0.121 0.06
H 11.766 22.121 20.482 -0.246 -0.009 -0.025 0.06
F 9.005 18.906 25.515 0.222 -0.179 0.047 0.07
C 8.672 19.889 24.670 -0.426 1.099 -0.326 -0.29
C 9.387 20.080 23.499 0.332 -0.531 -0.540 -0.01
C 9.016 21.068 22.581 -0.403 0.696 1.687 -0.07
C 7.946 21.876 22.956 -0.896 1.110 -0.497 -0.10
C 7.220 21.722 24.123 0.744 -1.135 0.418 -0.08
C 7.625 20.735 25.016 -0.347 -0.379 0.138 -0.01
H 10.218 19.412 23.302 0.035 0.033 0.001 0.11
H 9.596 21.360 21.723 0.055 -0.377 -0.183 0.07
H 7.569 22.730 22.396 0.569 -0.289 -0.666 0.11
H 6.342 22.316 24.326 0.115 0.196 0.061 0.11
H 7.101 20.577 25.950 0.042 -0.065 -0.008 0.12
F 11.404 16.383 19.473 -0.279 0.076 0.336 0.06
C 12.342 17.311 19.742 0.256 0.505 -0.470 -0.28
C 13.532 17.212 19.042 0.154 0.553 0.134 -0.01
C 14.529 18.153 19.298 0.267 -0.397 -0.264 -0.09
C 14.352 19.143 20.230 -0.907 0.620 0.869 -0.08
C 13.092 19.308 20.834 1.076 -0.701 -0.081 -0.07
C 12.087 18.381 20.603 0.060 -0.092 0.195 -0.03
H 13.699 16.448 18.298 -0.198 -0.154 0.083 0.12
H 15.475 18.107 18.771 -0.022 -0.224 0.015 0.11
H 15.165 19.760 20.587 0.043 0.193 -0.426 0.11
H 12.980 20.075 21.590 -0.200 0.074 -0.054 0.10
H 11.180 18.499 21.181 -0.256 -0.385 -0.303 0.10
F 14.040 33.216 19.680 -0.114 0.053 -0.079 0.07
C 14.497 32.102 20.271 0.162 -0.234 -0.311 -0.29
C 15.846 31.856 20.292 1.730 -0.450 0.179 -0.02
C 16.371 30.719 20.927 -1.222 0.191 -0.697 -0.08
C 15.480 29.790 21.434 0.357 0.085 0.705 -0.11
C 14.107 30.015 21.349 0.689 -0.403 -0.140 -0.08
C 13.613 31.158 20.748 -0.606 -0.569 0.048 -0.01
H 16.608 32.432 19.778 -0.550 0.678 0.030 0.12
H 17.432 30.525 20.900 0.052 0.094 0.138 0.10
H 15.898 28.937 21.957 -0.312 -0.192 -0.121 0.10
H 13.441 29.234 21.688 -0.206 0.192 0.103 0.09
H 12.546 31.191 20.569 0.019 0.570 0.120 0.12
C 14.329 21.800 25.939 -0.747 -0.150 -0.095 -0.15
C 14.477 22.806 24.783 -0.359 -0.832 0.025 -0.18
C 15.948 22.888 24.658 1.582 1.797 -0.868 -0.25
O 16.482 22.782 25.959 -0.003 0.027 0.672 -0.13
C 15.644 21.913 26.727 -0.007 -0.509 -0.487 -0.19
H 14.140 20.783 25.591 0.153 0.047 -0.105 0.11
H 13.448 22.091 26.514 0.161 -0.186 0.279 0.10
H 14.049 23.761 25.087 0.010 0.039 -0.219 0.11
H 14.079 22.465 23.829 -0.447 0.126 0.200 0.09
H 16.283 23.866 24.279 -0.205 0.028 0.196 0.12
H 16.407 22.233 23.901 -0.266 -0.735 0.539 0.12
H 15.431 22.249 27.743 0.474 0.549 -0.125 0.11
H 16.199 20.973 26.812 -0.401 -0.202 0.033 0.11
C 9.591 25.593 16.416 0.363 0.019 -0.838 -0.14
C 10.963 25.654 17.099 0.193 -0.613 0.338 -0.16
C 11.921 24.880 16.151 0.180 2.123 0.473 -0.21
O 11.117 24.146 15.274 0.230 -1.050 0.032 -0.13
C 9.862 24.761 15.135 -0.909 0.399 -0.336 -0.21
H 9.290 26.594 16.112 -0.293 -0.035 0.166 0.10
H 8.817 25.134 17.025 0.040 0.069 0.132 0.10
H 10.922 25.173 18.079 0.046 -0.032 -0.010 0.09
H 11.327 26.667 17.261 -0.109 0.047 -0.046 0.10
H 12.689 24.352 16.718 -0.447 -0.878 -0.231 0.11
H 12.501 25.640 15.605 -0.117 -0.072 -0.304 0.11
H 9.099 24.016 14.894 0.176 -0.369 0.605 0.11
H 9.779 25.387 14.235 0.690 0.335 0.120 0.11
C 9.909 25.342 23.474 -0.849 1.181 0.537 -0.17
C 10.867 24.749 24.482 0.091 -0.683 -0.703 -0.18
C 11.210 25.917 25.394 0.260 -0.601 -0.179 -0.20
O 10.973 27.112 24.667 -0.916 0.439 0.220 -0.12
C 10.351 26.814 23.413 1.405 -0.700 -0.998 -0.19
H 8.908 25.343 23.921 -0.090 -0.119 -0.242 0.11
H 9.848 24.888 22.488 0.152 -0.166 0.060 0.10
H 11.722 24.371 23.912 0.257 0.049 0.433 0.09
H 10.419 23.926 25.040 0.119 -0.081 -0.072 0.11
H 12.266 25.840 25.663 -0.025 0.351 0.196 0.11
H 10.602 25.858 26.301 -0.013 0.325 0.018 0.12
H 11.172 26.974 22.698 -0.177 -0.410 -0.346 0.10
H 9.560 27.459 23.026 -0.178 0.369 1.022 0.12
C 17.417 27.233 17.369 0.698 0.773 -0.364 -0.15
C 17.714 28.734 17.508 1.176 1.217 1.052 -0.17
C 16.452 29.451 17.023 0.364 -1.103 -0.215 -0.19
O 16.054 28.606 15.949 -0.015 0.389 -0.292 -0.15
C 16.333 27.250 16.297 -1.205 0.227 0.310 -0.19
H 17.160 26.832 18.346 -0.406 -0.236 -0.201 0.09
H 18.277 26.678 16.995 0.117 0.075 0.203 0.11
H 18.616 29.067 16.986 -0.348 -0.263 -0.760 0.11
H 18.021 29.056 18.513 -0.567 -0.386 0.229 0.10
H 16.583 30.449 16.613 0.145 0.043 0.129 0.12
H 15.688 29.470 17.813 -0.032 0.064 -0.013 0.11
H 16.616 26.756 15.370 -0.070 -0.226 0.099 0.12
H 15.383 26.871 16.692 0.174 -0.564 -0.175 0.10
C 10.537 20.359 17.290 0.476 0.330 -0.230 -0.15
C 9.651 19.446 18.083 -0.023 -1.450 0.922 -0.16
C 9.208 20.254 19.320 -0.278 0.433 -1.484 -0.17
O 9.587 21.610 19.047 0.915 0.414 0.460 -0.17
C 10.024 21.729 17.700 -1.392 0.056 -1.181 -0.19
H 10.429 20.118 16.233 0.157 0.433 -0.084 0.12
H 11.589 20.238 17.564 -0.033 -0.010 0.048 0.12
H 10.192 18.533 18.350 -0.004 0.123 0.224 0.09
H 8.794 19.060 17.529 -0.086 0.455 -0.127 0.11
H 9.685 19.962 20.248 -0.231 -0.253 0.027 0.07
H 8.115 20.259 19.342 0.057 -0.309 0.668 0.12
H 10.647 22.599 17.490 0.482 -0.203 0.682 0.11
H 9.125 21.945 17.096 -0.014 -0.106 -0.068 0.12
```
Positions in Å, forces in eV/Å.

Its energy relative to the best compared isomer or geometry (same formula, charge and spin) is 0.00 kJ/mol. The calculation puts the HOMO energy at -9.425 eV. For the largest force on an atom, the calculation gives 0.0495 hartree/bohr.

=====

Record 2
ORCA calculation (the ωB97M-V functional and the def2-TZVPD basis) on a structure of composition C41H64CrN3O2P2S in a non-equilibrium geometry.

```
114
Properties=species:S:1:pos:R:3:forces:R:3:lowdin_charge:R:1
Cr -0.424 1.166 -0.815 -0.419 -0.790 1.178 0.65
C 5.046 -3.926 -1.905 0.028 0.023 -0.015 -0.04
C 3.781 -4.031 -1.036 0.001 0.001 -0.037 -0.55
C 4.205 -4.026 0.434 -0.006 0.018 0.024 -0.06
C 3.061 -5.354 -1.338 -0.039 -0.038 0.001 -0.04
C 2.853 -2.864 -1.360 0.018 -0.053 -0.090 -0.15
C 2.406 -1.991 -0.415 -0.009 0.094 0.097 0.05
C 1.553 -0.926 -0.803 -0.149 0.234 0.276 -0.16
N 1.011 0.007 0.009 0.434 -0.061 -0.148 0.04
C 1.239 0.165 1.368 -0.054 -0.042 0.002 -0.18
C 2.414 -0.157 2.068 -0.118 -0.045 -0.253 0.04
C 2.442 -0.044 3.439 -0.045 0.064 0.128 -0.16
C 1.260 0.372 4.073 0.068 0.111 0.142 0.03
C 0.099 0.772 3.422 -0.087 0.044 0.043 -0.08
C 0.120 0.736 2.010 -0.088 -0.106 -0.063 -0.28
O -0.874 1.179 1.214 0.120 -0.073 -0.418 -0.31
C -1.111 1.242 4.247 0.007 -0.056 -0.103 -0.52
C -2.433 0.723 3.650 0.015 0.014 0.021 -0.04
C -1.113 2.775 4.315 0.012 0.011 0.059 -0.03
C -1.045 0.724 5.688 -0.034 -0.043 0.072 -0.06
C 3.697 -0.315 4.270 -0.041 0.045 0.003 -0.55
C 3.355 -1.191 5.484 -0.032 -0.056 -0.010 -0.05
C 4.263 1.029 4.758 -0.011 0.005 -0.005 -0.04
C 4.772 -1.034 3.452 0.017 -0.009 -0.015 -0.06
C 1.067 -0.808 -2.150 -0.193 0.264 0.043 -0.22
O 0.164 0.153 -2.338 0.254 -0.132 -0.295 -0.25
C 1.517 -1.716 -3.130 0.010 -0.154 -0.164 -0.07
C 2.406 -2.683 -2.693 0.003 -0.125 -0.103 0.05
C 1.023 -1.810 -4.587 0.017 0.023 0.067 -0.52
C 0.418 -0.503 -5.100 -0.004 -0.030 0.023 -0.07
C -0.053 -2.907 -4.651 0.003 0.003 -0.014 -0.03
C 2.179 -2.191 -5.531 -0.007 0.024 0.021 -0.05
H 5.760 -4.703 -1.618 -0.066 0.047 -0.037 0.09
H 5.527 -2.953 -1.774 -0.011 -0.071 -0.001 0.09
H 4.825 -4.056 -2.968 0.010 0.025 0.076 0.08
H 4.883 -4.862 0.617 -0.033 0.037 0.004 0.09
H 3.348 -4.141 1.105 0.072 0.010 -0.044 0.09
H 4.735 -3.103 0.694 -0.040 -0.084 -0.011 0.08
H 3.723 -6.198 -1.128 -0.050 0.065 -0.022 0.09
H 2.755 -5.420 -2.386 0.033 0.002 0.098 0.08
H 2.167 -5.458 -0.716 0.061 -0.003 -0.051 0.09
H 2.652 -2.127 0.627 -0.012 0.059 -0.096 0.09
H 3.292 -0.456 1.513 -0.073 0.020 0.056 0.11
H 1.268 0.421 5.155 0.002 -0.027 -0.134 0.10
H -2.544 1.004 2.604 -0.012 0.010 0.070 0.05
H -3.278 1.129 4.214 0.062 -0.051 0.004 0.09
H -2.474 -0.368 3.721 -0.004 0.053 -0.011 0.10
H -1.176 3.223 3.327 -0.009 0.049 -0.069 0.05
H -0.193 3.133 4.787 -0.063 -0.018 -0.026 0.10
H -1.960 3.131 4.910 0.056 -0.024 -0.058 0.10
H -0.890 -0.358 5.722 -0.014 0.073 0.001 0.10
H -1.993 0.944 6.186 0.069 0.003 -0.010 0.09
H -0.255 1.209 6.268 -0.064 -0.053 -0.032 0.08
H 2.713 -0.673 6.201 0.034 -0.042 -0.051 0.08
H 4.271 -1.469 6.009 -0.038 0.026 -0.007 0.09
H 2.849 -2.109 5.173 0.040 0.045 0.032 0.10
H 3.535 1.559 5.378 0.057 -0.034 -0.043 0.08
H 4.518 1.669 3.909 -0.003 -0.020 0.052 0.09
H 5.167 0.870 5.353 -0.072 0.004 -0.033 0.09
H 4.397 -1.978 3.044 0.034 0.048 0.016 0.08
H 5.624 -1.262 4.095 -0.032 0.009 -0.043 0.09
H 5.142 -0.418 2.628 -0.032 -0.041 0.033 0.09
H 2.749 -3.403 -3.427 -0.004 0.063 0.071 0.11
H -0.508 -0.278 -4.574 0.034 -0.009 -0.014 0.06
H 0.196 -0.605 -6.165 0.012 -0.001 0.046 0.09
H 1.112 0.331 -4.973 -0.031 -0.053 -0.025 0.09
H -0.887 -2.678 -3.983 0.013 0.003 -0.023 0.06
H 0.366 -3.876 -4.366 -0.055 0.054 -0.010 0.09
H -0.448 -2.990 -5.669 0.060 0.000 0.091 0.09
H 3.055 -1.557 -5.371 -0.055 -0.019 -0.021 0.10
H 1.851 -2.064 -6.565 0.017 -0.025 0.046 0.09
H 2.481 -3.234 -5.423 0.016 0.054 0.012 0.08
C -2.111 3.726 0.805 -0.039 -0.162 -0.012 -0.20
P -0.477 3.366 0.100 0.268 0.496 -0.340 0.85
C 0.790 3.912 1.271 -0.047 -0.218 0.095 -0.19
C -0.433 4.632 -1.221 -0.040 -0.081 -0.068 -0.37
C -1.577 4.312 -2.186 0.103 -0.056 0.079 -0.40
P -1.564 2.523 -2.647 -0.036 0.392 -0.169 0.87
C -0.375 2.550 -4.033 -0.005 -0.007 0.097 -0.23
C -3.171 2.388 -3.486 0.003 -0.026 0.163 -0.24
H -2.147 4.776 1.100 -0.032 0.020 0.010 0.08
H -2.313 3.084 1.652 0.014 -0.017 0.098 0.02
H -2.881 3.539 0.055 0.024 0.018 0.050 0.04
H 0.461 4.831 1.755 0.033 0.049 0.024 0.07
H 1.709 4.102 0.717 0.008 0.004 0.004 0.06
H 0.986 3.152 2.029 -0.037 0.045 -0.037 0.04
H 0.536 4.569 -1.722 0.000 0.017 -0.042 0.09
H -0.525 5.634 -0.801 0.005 0.065 0.012 0.10
H -1.513 4.899 -3.100 0.000 0.055 -0.065 0.09
H -2.540 4.539 -1.732 -0.024 0.052 0.004 0.07
H -0.398 3.527 -4.513 -0.028 0.006 -0.039 0.06
H -0.657 1.786 -4.752 0.017 0.004 0.002 0.03
H 0.633 2.325 -3.690 -0.019 0.025 -0.003 0.05
H -3.246 3.209 -4.202 -0.041 -0.023 -0.014 0.06
H -3.987 2.455 -2.765 0.023 -0.016 -0.022 0.05
H -3.252 1.435 -3.998 -0.006 -0.110 -0.041 0.01
N -2.058 -0.863 -0.542 0.364 0.148 -0.205 0.06
C -3.291 -0.773 -1.166 -0.184 0.119 0.032 -0.88
S -3.479 -1.151 -2.770 0.005 0.002 0.286 0.69
N -4.226 -0.288 -0.321 -0.278 -0.018 -0.159 0.06
C -5.622 -0.092 -0.556 0.184 0.060 -0.030 -0.26
C -6.183 1.099 -0.120 -0.023 0.142 0.035 -0.04
C -7.546 1.319 -0.266 0.010 0.025 -0.006 -0.08
C -8.344 0.352 -0.859 0.015 -0.088 -0.018 -0.08
C -7.773 -0.840 -1.291 -0.041 0.051 0.006 -0.06
C -6.415 -1.072 -1.136 0.018 -0.081 -0.062 -0.04
H -1.405 -1.446 -1.040 0.045 -0.188 -0.070 0.08
H -2.060 -0.996 0.461 0.077 -0.007 0.019 0.11
H -3.893 0.069 0.563 0.017 -0.034 0.065 0.14
H -5.552 1.856 0.340 -0.054 -0.078 -0.037 0.11
H -7.980 2.251 0.075 0.019 -0.051 -0.002 0.11
H -9.408 0.521 -0.976 0.068 -0.010 -0.004 0.11
H -8.391 -1.606 -1.746 0.032 0.059 0.033 0.11
H -5.977 -2.005 -1.466 0.004 0.066 0.025 0.10
```
Positions in Å, forces in eV/Å.

Its energy relative to the best compared isomer or geometry (same formula, charge and spin) is 183.37 kJ/mol. As for the net charge: +1. The calculation puts the HOMO energy (alpha / beta) at -9.643 / -10.124 eV. For the largest force on an atom, the calculation gives 0.0288 hartree/bohr. The expectation value of S² is 6.12. Its multiplicity is 5.